Arrangement i

A cluster of 2 separate species, C6H14N2O3S in total. Source: the Open Molecules 2025 dataset; level of theory: ωB97M-V/def2-TZVPD.

Last column: natural (NBO) charge in e.
CARTESIAN COORDINATES (ANGSTROEM)
C -0.29 -1.00 1.40  0.4756
C -1.00 -1.54 -2.60  -0.6386
C 1.18 -0.66 -1.79  -0.4342
C 0.27 3.02 0.22  -0.8259
C 0.09 -1.33 -1.55  -0.1448
C -0.52 0.30 1.02  -0.2814
N 0.98 -1.46 1.72  -0.8459
N -1.77 1.02 0.91  -0.7966
O -1.27 -1.94 1.52  -0.6703
O 0.62 1.92 2.57  -0.9611
O 2.06 1.04 0.83  -0.9545
S 0.76 1.54 1.19  2.1240
H -0.90 -2.59 -2.94  0.2097
H -1.97 -1.46 -2.11  0.2190
H -0.83 -0.88 -3.36  0.2078
H 1.37 -0.22 -2.81  0.1862
H 1.88 -0.37 -1.01  0.2194
H -0.89 -2.80 1.49  0.4889
H 0.51 3.66 1.02  0.2524
H 1.13 3.00 -0.53  0.2575
H -0.65 3.08 -0.17  0.2434
H 0.03 -1.99 -0.70  0.1626
H 1.70 -0.73 1.73  0.4129
H 1.33 -2.15 1.07  0.3668
H -2.38 0.63 1.57  0.3753
H -1.44 1.93 1.29  0.3520

Its SMILES is CS(=O)(=O)/C(N)=C(\N)O.C=CC. For the molar mass, the calculation gives 194.3 g/mol. The LUMO energy comes out at 0.611 eV. Its HOMO-LUMO gap is 8.6650 eV. Its charge is 0.

=====

Arrangement ii

A cluster of 2 separate species, C6H14N2O3S in total. Source: the Open Molecules 2025 dataset; level of theory: ωB97M-V/def2-TZVPD.

Last column: natural (NBO) charge in e.
CARTESIAN COORDINATES (ANGSTROEM)
C -1.27 -1.58 0.38  0.7968
C 1.51 1.53 1.05  -0.5960
C 3.17 1.21 -0.69  -0.6128
C -4.30 0.06 -0.55  -0.8392
C 2.23 0.42 0.25  -0.3025
C 1.46 -0.50 -0.70  0.1740
N -0.88 -2.53 1.15  -0.7767
N 1.43 -1.75 -0.51  -0.6810
O -1.22 -1.70 -0.88  -0.7235
O -1.92 -0.47 0.82  -0.6917
O -2.56 1.88 0.41  -0.9085
S -2.52 0.68 -0.41  1.4894
H 0.57 1.15 1.55  0.2221
H 2.24 1.94 1.74  0.2158
H 1.26 2.30 0.43  0.1984
H 2.60 1.99 -1.20  0.2034
H 4.04 1.72 -0.22  0.2199
H 3.74 0.52 -1.40  0.2108
H -4.83 -0.23 0.42  0.2601
H -4.63 0.95 -1.06  0.2283
H -4.42 -0.81 -1.32  0.2435
H 2.91 -0.09 0.95  0.2073
H 0.99 0.04 -1.49  0.1783
H -1.08 -2.19 2.13  0.3453
H 1.86 -2.29 0.26  0.3919
H -0.36 -2.24 -1.10  0.5466

For the molar mass, the calculation gives 194.3 g/mol. The LUMO energy comes out at 0.559 eV. Its HOMO-LUMO gap is 10.0700 eV. Its charge is 0.

=====

Q: Which of them is the least stable? A: arrangement i.

=====

Arrangement i

The molecule C5H6OS2. Source: the Open Molecules 2025 dataset; level of theory: ωB97M-V/def2-TZVPD.

Last column: natural (NBO) charge in e.
CARTESIAN COORDINATES (ANGSTROEM)
C 0.82 0.31 -1.44  -0.7006
C 0.42 0.05 0.04  0.4049
C 0.01 1.82 1.52  0.0692
C -0.31 -1.01 0.46  -0.3891
C -0.95 -1.94 -0.35  -0.2766
H 1.83 1.07 -1.53  0.2640
H 1.12 -0.65 -1.77  0.2296
H -0.12 0.92 -2.06  0.2581
H -1.02 1.43 1.40  0.1788
H -0.12 -1.27 1.65  0.2665
H -0.76 -2.00 -1.52  0.2339
O 0.99 1.11 0.97  -0.4878
S -0.02 3.34 2.26  -0.0770
S -1.89 -3.17 0.39  0.0262

Its SMILES is C/C(=C\C=S)OC=S. For the molar mass, the calculation gives 146.2 g/mol. The LUMO energy comes out at -1.661 eV. Its HOMO-LUMO gap is 7.2640 eV. Its charge is 0.

=====

Arrangement ii

The molecule C5H6OS2. Source: the Open Molecules 2025 dataset; level of theory: ωB97M-V/def2-TZVPD.

Last column: natural (NBO) charge in e.
CARTESIAN COORDINATES (ANGSTROEM)
C -0.10 0.39 -1.71  -0.2107
C -0.37 -0.95 -1.78  -0.2956
C 0.73 0.45 -0.54  -0.1013
C 0.48 0.03 0.80  -0.3370
C -0.81 0.57 1.31  -0.6470
O 0.56 -1.06 2.88  -0.8743
S 0.09 -2.00 -2.98  -0.0682
S 1.56 -0.49 1.92  1.1478
H 0.07 1.06 -2.51  0.2275
H -0.39 -1.34 -0.72  0.2015
H 1.68 0.99 -0.84  0.2405
H -1.14 1.30 0.53  0.2230
H -0.70 1.17 2.18  0.2437
H -1.67 -0.12 1.44  0.2501

For the molar mass, the calculation gives 146.2 g/mol. The LUMO energy (alpha / beta) comes out at -1.979 / -1.985 eV. Its HOMO-LUMO gap (alpha / beta) is 6.4245 / 6.4195 eV. Its charge is 0.

=====

Q: Which of them is the least stable? A: arrangement ii.

=====

Arrangement i

A structure of composition C4H4AlO2. Source: the Open Molecules 2025 dataset; level of theory: ωB97M-V/def2-TZVPD.

Last column: natural (NBO) charge in e.
CARTESIAN COORDINATES (ANGSTROEM)
H 0.91 -1.39 -0.81  0.5384
O 0.98 -1.21 -2.01  -0.4502
C 0.62 -0.03 -2.15  0.9447
C 0.23 0.64 -0.87  -0.6236
C 0.17 -0.32 0.33  -0.3011
C -0.63 0.11 1.34  0.6479
O -1.45 -0.18 2.19  -0.7196
Al -1.60 1.09 3.12  1.8769
H -0.73 1.13 -1.10  0.3396
H 0.97 1.44 -0.73  0.3683
H 0.53 -1.29 0.70  0.3785

For the molar mass, the calculation gives 111.1 g/mol. The LUMO energy (alpha / beta) comes out at -17.675 / -17.231 eV. Its HOMO-LUMO gap (alpha / beta) is 7.3045 / 8.1744 eV. Its charge is +3.

=====

Arrangement ii

A structure of composition C4H4AlO2. Source: the Open Molecules 2025 dataset; level of theory: ωB97M-V/def2-TZVPD.

Last column: natural (NBO) charge in e.
CARTESIAN COORDINATES (ANGSTROEM)
H 0.03 2.00 -1.79  0.4855
O 0.08 -1.44 1.60  -0.5264
C -0.42 -0.13 1.52  -0.2329
C -0.35 0.34 0.13  0.4406
C -0.67 0.91 -0.95  0.0453
H 0.06 -1.73 2.52  0.5515
H 0.15 0.58 2.13  0.3764
H -1.48 -0.06 1.84  0.3847
C 0.60 0.79 -1.53  0.4570
O 1.04 0.14 -2.49  -0.8283
Al 0.97 -1.39 -2.97  1.8465

For the molar mass, the calculation gives 111.1 g/mol. The LUMO energy (alpha / beta) comes out at -18.435 / -17.595 eV. Its HOMO-LUMO gap (alpha / beta) is 5.2012 / 7.1845 eV. Its charge is +3.

=====

Q: Which of them is the least stable? A: arrangement ii.

=====

Arrangement i

The molecule C4H5ClS2. Source: the Open Molecules 2025 dataset; level of theory: ωB97M-V/def2-TZVPD.

Last column: natural (NBO) charge in e.
CARTESIAN COORDINATES (ANGSTROEM)
C -0.94 -0.51 0.26  -0.0926
C -1.99 0.14 -0.24  -0.4173
C 0.28 0.15 0.91  -0.5262
C 1.35 -0.11 -0.06  -0.1944
S -3.42 -0.70 -0.69  0.0557
S 1.77 1.27 -1.11  0.0166
Cl 2.11 -1.53 -0.54  0.0661
H -0.92 -1.61 0.55  0.2256
H -2.07 1.22 -0.33  0.2180
H 0.15 1.24 1.00  0.2475
H 0.60 -0.44 1.89  0.2348
H 3.10 0.89 -1.64  0.1663

For the molar mass, the calculation gives 152.7 g/mol. The LUMO energy (alpha / beta) comes out at -0.342 / -1.831 eV. Its HOMO-LUMO gap (alpha / beta) is 8.6060 / 5.6971 eV. Its charge is 0.

=====

Arrangement ii

The molecule C4H5ClS2. Source: the Open Molecules 2025 dataset; level of theory: ωB97M-V/def2-TZVPD.

Last column: natural (NBO) charge in e.
CARTESIAN COORDINATES (ANGSTROEM)
C 0.86 0.38 -1.14  -0.2895
C -0.06 -0.18 0.04  -0.1211
C -0.22 -1.39 0.60  -0.3345
C -1.02 0.93 0.46  -0.3441
H 1.91 -0.91 -0.06  0.1583
H -0.91 -1.41 1.54  0.2184
H 0.45 -2.24 0.50  0.2200
H -1.47 0.47 1.37  0.2153
H -0.29 1.67 0.66  0.2285
S 2.29 -0.65 -1.39  0.0954
S 0.89 1.97 -1.78  0.0436
Cl -2.41 1.35 -0.80  -0.0903

Its SMILES is C=C(CCl)C(=S)S. For the molar mass, the calculation gives 152.7 g/mol. The LUMO energy comes out at -1.352 eV. Its HOMO-LUMO gap is 7.4590 eV. Its charge is 0.

=====

Q: Which of them is the least stable? A: arrangement i.